[1]
26
Properties=species:S:1:pos:R:3:mulliken_charge:R:1 method="wB97M-V/def2-TZVPD" max_force_ev_per_a=4.427 energy_ha=-1101.55978 homo_energy_ev=-9.93 smiles="C=C[Si@](C)(Cl)C#CCCCC" relative_energy_kcal_mol=38.96
C -0.28 4.35 3.48 -0.666
C -1.02 3.29 3.15 -0.209
Si -0.40 1.60 2.51 0.476
C -1.12 0.20 3.44 -1.054
Cl 1.57 1.81 3.04 -0.340
C -0.69 1.35 0.74 -0.846
C -0.87 1.06 -0.42 1.044
C -0.63 0.64 -1.75 -0.895
C 0.38 -0.53 -1.78 -0.650
C 1.77 -0.04 -1.53 -0.178
C 2.77 -1.10 -1.05 -1.256
H -0.66 5.38 3.75 0.268
H 0.72 4.14 3.90 0.206
H -2.07 3.45 2.71 0.232
H -1.71 0.42 4.30 0.376
H -1.83 -0.45 2.83 0.312
H -0.24 -0.51 3.78 0.263
H -0.16 1.51 -2.39 0.279
H -1.42 0.39 -2.31 0.494
H 0.47 -0.91 -2.78 0.365
H -0.09 -1.35 -1.16 0.334
H 1.72 0.76 -0.66 0.130
H 2.05 0.40 -2.49 0.334
H 2.84 -2.10 -1.59 0.307
H 3.68 -0.60 -0.99 0.377
H 2.42 -1.42 -0.07 0.299



[2]
101
Properties=species:S:1:pos:R:3:mulliken_charge:R:1 method="wB97M-V/def2-TZVPD" max_force_ev_per_a=9.539 energy_ha=-2101.86961 homo_energy_ev=-8.48 smiles="NC(N)=O.NC(N)=O.NC(N)=O.NC(N)=O.CCO.CCO.CCO.CCO.CCO.CCO.CCO.CO" relative_energy_kcal_mol=155.00
N -18.36 -12.87 -18.47 0.048
C -18.23 -11.96 -17.60 0.352
N -19.36 -11.60 -16.99 -0.502
O -17.02 -11.40 -17.16 -0.801
H -17.43 -13.17 -18.90 0.453
H -19.10 -13.61 -18.45 -0.181
H -19.27 -10.87 -16.25 0.227
H -20.25 -11.90 -17.38 0.599
N -21.21 -13.38 -14.05 -0.207
C -20.19 -14.11 -14.22 0.243
N -19.50 -13.70 -15.26 0.134
O -19.73 -15.13 -13.43 -0.660
H -22.03 -13.77 -13.50 0.315
H -21.61 -12.65 -14.75 0.243
H -18.72 -14.27 -15.51 -0.141
H -19.62 -12.88 -15.96 -0.087
N -16.47 -19.48 -15.15 0.248
C -15.40 -19.59 -14.41 0.634
N -15.75 -19.78 -13.18 -0.346
O -14.12 -19.63 -14.83 -0.818
H -16.26 -19.46 -16.19 0.149
H -17.42 -19.43 -14.79 -0.266
H -15.03 -20.23 -12.50 0.271
H -16.68 -19.82 -12.84 0.200
N -20.75 -14.65 -17.33 1.912
C -21.42 -13.88 -18.15 -0.225
N -21.59 -12.63 -17.80 -0.107
O -21.73 -14.41 -19.37 -0.736
H -20.59 -15.60 -17.61 -0.814
H -20.27 -14.35 -16.41 -0.545
H -22.05 -11.99 -18.46 0.276
H -21.73 -12.36 -16.86 0.231
C -16.22 -16.05 -14.45 -0.341
C -15.69 -14.92 -15.24 -0.605
O -16.75 -14.13 -15.77 -0.394
H -15.45 -16.52 -13.89 0.560
H -16.54 -16.79 -15.22 -0.345
H -17.11 -15.90 -13.84 0.232
H -15.05 -15.19 -16.09 0.254
H -15.13 -14.21 -14.59 0.425
H -16.27 -13.36 -16.17 0.223
C -16.64 -19.15 -19.85 -0.828
C -17.07 -19.78 -18.48 0.086
O -15.97 -19.47 -17.70 -0.541
H -16.67 -18.04 -19.76 -0.150
H -17.33 -19.33 -20.66 0.360
H -15.63 -19.34 -20.28 0.443
H -17.20 -20.85 -18.49 0.331
H -18.01 -19.40 -18.12 -0.047
H -15.18 -19.92 -18.06 0.257
C -15.46 -15.54 -19.69 0.055
C -15.32 -14.22 -20.49 -0.672
O -16.26 -13.33 -20.04 -0.483
H -16.48 -15.82 -19.53 -0.638
H -14.95 -15.37 -18.73 0.137
H -15.07 -16.38 -20.23 0.536
H -15.50 -14.47 -21.56 0.205
H -14.37 -13.72 -20.36 0.488
H -16.02 -12.40 -20.05 0.263
C -19.44 -21.43 -15.14 -0.753
C -19.13 -20.80 -13.77 -0.472
O -18.90 -19.46 -13.83 -0.775
H -19.35 -22.49 -15.11 0.494
H -18.77 -20.97 -15.92 -0.054
H -20.46 -21.22 -15.51 0.211
H -18.18 -21.24 -13.42 0.388
H -19.71 -21.10 -12.92 0.571
H -19.69 -19.02 -13.64 0.309
C -19.63 -16.45 -20.78 -0.898
C -18.93 -15.15 -21.13 0.382
O -18.05 -15.48 -22.28 -0.608
H -20.22 -16.47 -19.81 0.041
H -18.86 -17.20 -20.77 0.140
H -20.40 -16.76 -21.52 0.386
H -18.27 -14.81 -20.26 -0.478
H -19.63 -14.40 -21.36 0.620
H -17.74 -14.62 -22.59 0.309
C -24.72 -16.59 -15.69 -1.458
C -23.42 -16.32 -16.30 0.381
O -22.77 -15.28 -15.63 -0.549
H -25.16 -17.44 -16.25 0.358
H -25.42 -15.67 -15.89 0.351
H -24.64 -16.84 -14.62 0.293
H -23.40 -16.11 -17.35 0.393
H -22.80 -17.19 -16.19 -0.158
H -21.98 -15.05 -16.17 0.456
C -18.11 -16.64 -17.39 -0.999
C -18.82 -17.32 -16.27 1.658
O -20.20 -17.34 -16.56 -0.782
H -17.02 -16.70 -17.38 0.612
H -18.32 -15.60 -17.44 -0.274
H -18.42 -17.10 -18.30 0.159
H -18.70 -16.82 -15.29 0.490
H -18.46 -18.32 -16.19 -0.586
H -20.59 -17.80 -15.79 -0.001
C -22.08 -19.05 -14.16 -0.754
O -21.23 -17.90 -13.99 -0.311
H -22.08 -19.72 -13.30 0.390
H -21.80 -19.62 -15.03 0.221
H -23.09 -18.75 -14.40 0.256
H -21.60 -17.41 -13.29 0.132



[3]
68
Properties=species:S:1:pos:R:3:mulliken_charge:R:1 method="wB97M-V/def2-TZVPD" total_charge=+2 max_force_ev_per_a=5.321 energy_ha=-4160.01371 homo_energy_ev=-13.88
C -3.97 -3.60 3.40 -0.472
O -4.10 -2.20 3.04 -0.348
C -3.74 -2.01 1.66 -0.078
C -4.15 -0.52 1.17 -0.606
C -2.97 0.53 1.48 -0.597
C -2.40 1.30 0.20 -0.303
B -1.53 0.34 -0.83 1.031
C -2.69 -0.08 -1.96 -0.922
O -2.66 -1.54 -2.17 0.000
O -3.34 -1.73 -3.34 -0.424
O -0.95 -0.91 -0.28 -0.934
C 0.44 -0.45 -0.05 -0.906
B 1.46 -1.38 0.79 0.768
O 1.03 -2.77 1.01 -0.628
N 2.74 -1.01 1.43 0.072
C 3.94 -1.64 0.83 -0.898
C 2.90 0.41 1.79 -0.726
C 0.77 0.15 -1.49 2.100
C 1.96 1.27 -1.43 -0.499
C 1.51 2.64 -0.74 -0.316
C 2.83 3.50 -0.39 -0.539
C 2.53 4.66 0.67 -0.631
O 1.87 4.14 1.86 -0.251
C 0.73 4.91 2.20 0.130
O -0.21 5.16 1.40 -0.477
C 0.68 -0.69 -2.84 -0.875
C 1.42 -2.10 -2.90 -0.435
C 2.94 -2.10 -2.38 -0.698
Br 0.32 -3.61 -2.13 -0.104
O -0.46 0.99 -1.61 -0.648
H -3.12 -3.67 4.17 0.282
H -4.93 -3.98 3.88 0.272
H -3.72 -4.30 2.53 0.066
H -4.33 -2.73 0.94 -0.054
H -2.62 -2.21 1.45 0.444
H -4.45 -0.61 0.07 0.277
H -5.09 -0.21 1.75 0.447
H -3.42 1.33 2.18 0.589
H -2.14 0.03 2.10 0.187
H -1.65 2.09 0.60 0.066
H -3.20 1.93 -0.35 0.638
H -3.74 0.30 -1.72 0.624
H -2.38 0.44 -2.94 0.415
H -2.82 -1.37 -4.10 0.354
H 0.22 0.49 0.59 -0.262
H 0.57 -2.83 1.88 0.273
H 3.75 -2.73 0.59 0.290
H 4.88 -1.60 1.51 0.300
H 4.23 -1.01 -0.10 0.243
H 3.04 0.52 2.93 0.311
H 2.06 1.12 1.51 0.137
H 3.86 0.81 1.30 0.328
H 2.89 0.80 -0.94 0.017
H 2.26 1.48 -2.53 0.624
H 0.81 3.21 -1.44 0.470
H 0.94 2.45 0.23 -0.169
H 3.22 3.93 -1.37 0.371
H 3.57 2.76 0.10 0.198
H 3.55 5.06 1.02 0.324
H 1.99 5.56 0.21 0.370
H 0.64 5.30 3.28 0.375
H -0.39 -0.88 -3.23 -0.146
H 1.17 -0.04 -3.67 0.476
H 1.48 -2.37 -4.02 0.654
H 3.62 -2.43 -3.26 0.390
H 3.12 -2.88 -1.56 0.173
H 3.28 -1.06 -2.10 0.065
Tl -4.06 -4.33 0.10 0.791



[4]
12
Properties=species:S:1:pos:R:3:mulliken_charge:R:1 method="wB97M-V/def2-TZVPD" max_force_ev_per_a=7.346 energy_ha=-339.62911 homo_energy_ev=-9.22 relative_energy_kcal_mol=127.73
C 0.06 1.07 1.44 -0.613
C 0.07 -0.58 -0.16 0.547
H 1.12 0.64 1.75 0.291
H -0.75 0.80 2.27 0.234
H 0.02 2.17 1.46 0.237
H 0.27 -2.52 0.50 0.193
H 0.55 -1.32 -2.01 0.280
H -1.14 0.59 -2.60 0.397
N 0.12 -1.47 0.84 -0.679
N -0.19 -0.63 -1.55 -0.187
O -0.10 0.63 0.15 -0.275
O -0.04 0.64 -2.07 -0.425



[5]
17
Properties=species:S:1:pos:R:3:mulliken_charge:R:1 method="wB97M-V/def2-TZVPD" max_force_ev_per_a=4.947 energy_ha=-1219.87226 homo_energy_ev="-8.00 / -8.36" relative_energy_kcal_mol=60.41
C 0.54 0.10 -1.54 -1.088
C 1.14 -1.29 0.50 -1.039
C 0.94 1.23 0.64 -1.527
C 0.44 0.05 -0.06 1.422
C -1.08 0.04 0.25 -1.634
P 3.42 0.06 -1.15 -0.026
P 2.99 -1.17 0.60 -0.045
P 2.89 1.06 0.71 -0.064
H 0.40 -0.74 -2.16 0.423
H 0.42 1.20 -1.97 0.271
H 0.88 -1.45 1.50 0.465
H 0.92 -2.28 -0.01 0.400
H 0.60 2.11 0.31 0.694
H 0.61 1.21 1.60 0.556
H -1.52 -0.78 -0.37 0.370
H -1.46 0.96 -0.17 0.447
H -1.46 0.08 1.32 0.375



[6]
12
Properties=species:S:1:pos:R:3:mulliken_charge:R:1 method="wB97M-V/def2-TZVPD" max_force_ev_per_a=1.903 energy_ha=-360.63582 homo_energy_ev=-8.67 smiles=Cc1ocnc1O relative_energy_kcal_mol=21.08
C 2.09 -0.43 -0.03 -1.030
C 0.62 -0.28 0.03 0.402
O -0.11 -1.45 -0.01 -0.360
C -1.38 -1.02 0.00 -0.033
N -1.55 0.27 -0.01 -0.555
C -0.27 0.72 0.05 0.540
O -0.10 2.07 -0.05 -0.520
H 2.49 -0.87 0.94 0.274
H 2.55 0.56 -0.06 0.252
H 2.43 -1.03 -0.90 0.275
H -2.14 -1.75 0.02 0.435
H 0.81 2.36 0.23 0.320



[7]
89
Properties=species:S:1:pos:R:3:mulliken_charge:R:1 method="wB97M-V/def2-TZVPD" max_force_ev_per_a=8.506 energy_ha=-7140.77450 homo_energy_ev=-7.34
C -0.20 -0.31 1.12 -0.669
C -0.78 0.04 -0.36 -0.138
C -2.12 -0.78 -0.73 -0.562
C -3.31 -0.26 0.21 0.691
C -3.84 1.08 0.26 -0.164
I -3.37 2.89 -0.85 0.398
C -4.94 0.98 1.41 0.355
O -5.32 2.07 1.88 -0.490
O -5.27 -0.38 1.73 -0.079
C -4.12 -1.15 1.27 0.152
O -3.92 -2.32 1.67 -0.518
H -0.81 -1.09 1.69 0.337
H -0.19 0.67 1.73 0.299
H 0.90 -0.60 0.97 -0.011
H 0.01 -0.21 -1.17 0.376
H -0.92 1.17 -0.39 0.131
H -1.91 -1.89 -0.49 0.421
H -2.34 -0.71 -1.87 0.322
O -6.68 -1.56 1.55 -0.993
V -8.29 -2.11 1.97 1.467
O -9.89 -2.65 2.38 -0.842
C -12.39 -3.85 0.39 -0.158
Cl -12.65 -5.02 -0.93 -0.270
Cl -13.73 -3.90 1.54 -0.008
H -11.47 -4.11 0.91 0.272
H -12.32 -2.85 -0.02 0.249
C 5.56 -2.35 2.62 -1.587
C 5.42 -0.82 2.50 1.146
C 6.82 -0.17 2.51 -1.177
C 7.65 -0.39 1.25 -0.784
C 6.81 -0.60 -0.01 -0.606
C 5.38 -0.02 0.07 1.440
N 4.71 -0.60 1.23 0.891
O 3.47 -0.19 1.37 -0.304
C 4.66 -0.49 -1.22 -1.612
C 5.44 1.52 0.05 -1.277
C 4.71 -0.32 3.78 -1.745
H 4.58 -2.84 2.66 0.416
H 6.09 -2.63 3.53 0.383
H 6.11 -2.78 1.78 0.387
H 6.71 0.91 2.66 0.394
H 7.39 -0.52 3.38 0.574
H 8.32 0.47 1.11 0.334
H 8.31 -1.25 1.38 0.369
H 7.34 -0.18 -0.87 -0.305
H 6.75 -1.67 -0.20 0.536
H 4.55 -1.58 -1.23 0.468
H 5.22 -0.20 -2.11 0.281
H 3.66 -0.05 -1.31 0.371
H 5.95 1.87 -0.86 0.332
H 5.98 1.94 0.90 0.315
H 4.44 1.97 0.04 0.419
H 5.29 -0.58 4.67 0.408
H 3.72 -0.78 3.92 0.395
H 4.59 0.76 3.78 0.446
Be -3.15 0.52 -2.29 0.192
C 9.02 0.28 -3.56 -0.162
Cl 7.43 1.05 -3.63 -0.121
Cl 10.07 1.10 -2.41 -0.102
Cl 8.85 -1.43 -3.14 -0.158
H 9.48 0.34 -4.55 0.441
O -0.82 7.18 -2.26 -0.645
Cl -1.92 6.56 -1.56 1.697
O -2.84 7.58 -1.11 -0.627
O -1.42 5.83 -0.41 -0.682
O -2.61 5.64 -2.45 -0.694
N 9.23 3.46 -4.99 0.973
O 8.15 3.30 -5.57 -0.538
O 9.31 4.27 -4.04 -0.559
O 10.23 2.82 -5.35 -0.570
C -15.54 -5.23 4.22 0.600
F -14.21 -5.42 4.45 -0.227
F -15.63 -4.12 3.44 -0.266
F -15.94 -6.27 3.44 -0.243
S -16.53 -5.09 5.80 1.126
O -15.96 -3.94 6.49 -0.628
O -16.31 -6.35 6.49 -0.630
O -17.90 -4.89 5.36 -0.632
N 2.69 4.16 -3.88 0.047
C 3.85 3.85 -3.22 -1.022
C 4.58 3.01 -4.03 0.523
C 3.84 2.82 -5.22 -0.596
C 2.67 3.54 -5.10 -0.477
H 1.96 4.76 -3.52 0.171
H 4.05 4.25 -2.24 0.416
H 5.55 2.59 -3.79 0.204
H 4.12 2.22 -6.07 0.398
H 1.84 3.67 -5.78 0.410
Na -11.89 -3.62 -2.80 0.910



[8]
53
Properties=species:S:1:pos:R:3:mulliken_charge:R:1 method="wB97M-V/def2-TZVPD" max_force_ev_per_a=6.973 energy_ha=-1459.93998 homo_energy_ev="-6.09 / -7.81" multiplicity=5 relative_energy_kcal_mol=17.26
Ru -0.54 0.96 1.16 -0.032
N -1.48 1.98 2.75 -0.600
C -2.78 2.57 2.46 -0.468
C -2.91 2.62 0.92 0.479
O -3.87 3.32 0.48 -0.696
O -2.03 1.95 0.30 -0.678
H -1.39 1.31 3.69 0.340
H -0.71 2.69 3.06 0.295
H -2.86 3.57 2.90 0.354
H -3.58 1.94 2.86 0.248
C -2.93 0.36 -2.69 -1.085
Si -1.80 -0.49 -1.46 -0.051
C -2.83 -1.00 0.03 -0.985
C -1.09 -2.04 -2.25 -1.124
N -0.54 0.58 -0.91 0.396
C 0.41 1.16 -1.67 -0.268
C 0.59 1.05 -3.06 -0.032
C 1.63 1.71 -3.73 -0.978
C 2.51 2.52 -3.03 -0.454
C 2.36 2.66 -1.66 -1.047
C 1.33 1.99 -1.00 0.271
H -3.77 -0.29 -2.94 0.385
H -2.41 0.61 -3.62 0.332
H -3.33 1.29 -2.27 0.325
H -3.63 -1.68 -0.28 0.439
H -3.28 -0.13 0.51 0.212
H -2.21 -1.52 0.77 0.265
H -1.89 -2.74 -2.49 0.366
H -0.40 -2.54 -1.56 0.319
H -0.55 -1.81 -3.17 0.327
H -0.07 0.43 -3.66 0.291
H 1.73 1.59 -4.81 0.444
H 3.31 3.04 -3.55 0.425
H 3.04 3.28 -1.09 0.422
H 1.23 2.11 0.08 0.570
C 2.00 -3.46 3.46 -0.618
C 0.95 -2.58 3.72 -0.963
C 0.65 -1.56 2.81 -0.569
C 1.40 -1.41 1.64 1.798
C 1.11 -0.39 0.73 -0.029
C 1.85 -0.24 -0.44 0.649
C 2.90 -1.11 -0.71 -0.870
C 3.21 -2.14 0.19 -1.014
C 2.47 -2.30 1.37 0.817
C 2.75 -3.32 2.29 -0.684
H 2.23 -4.26 4.16 0.375
H 0.36 -2.69 4.62 0.384
H -0.17 -0.88 3.03 0.209
H 1.61 0.56 -1.13 0.450
H 3.49 -1.00 -1.62 0.516
H 4.04 -2.81 -0.04 0.358
H 3.57 -4.02 2.11 0.400
H 0.32 0.59 2.74 -0.211